No. 1
The following is a DFT calculation (the ωB97M-V functional and the def2-TZVPD basis) of a structure of composition C7H11INO3S.

Values from the calculation:
energy above the lowest of the compared OMol25 structures with the same formula, charge and spin	382.37	kJ/mol

ORCA input file:
```
! wB97M-V def2-TZVPD RIJCOSX def2/J DEFGRID3
* xyz -1 1
C 2.23 0.90 0.23
C 1.97 -1.46 -1.38
C 0.98 -1.09 -0.35
C 3.31 -0.09 0.36
C -0.99 0.49 1.33
C -1.09 1.10 -1.15
C -0.21 1.15 0.10
N 1.05 0.34 -0.13
O 2.62 -0.24 2.87
O 2.37 2.11 0.40
O 4.80 -1.14 2.31
S 3.87 -0.03 2.08
I 4.99 0.54 -0.72
H 2.37 -2.47 -1.55
H 2.08 -1.04 -2.40
H -0.01 -1.28 -0.58
H 1.29 -1.54 0.60
H -1.85 0.93 1.68
H -1.24 -0.57 1.19
H -0.27 0.31 2.22
H -0.58 1.74 -1.81
H -2.05 1.51 -0.87
H -1.32 0.04 -1.69
H -0.06 2.09 0.49
*
```



No. 2
The following is a DFT calculation (the ωB97M-V functional and the def2-TZVPD basis) of a cluster of 2 separate species, C7H11INO3S in total.

Values from the calculation:
energy above the lowest of the compared OMol25 structures with the same formula, charge and spin	97.32	kJ/mol

ORCA input file:
```
! wB97M-V def2-TZVPD RIJCOSX def2/J DEFGRID3
* xyz -1 1
C -1.28 -0.58 0.71
C -1.57 -0.36 -1.66
C -0.01 -0.23 -1.31
C -2.20 -0.52 -0.34
C 2.02 0.99 0.71
C 1.92 -1.58 0.80
C 1.18 -0.23 0.99
N 0.00 -0.37 0.18
O -0.86 2.53 0.81
O -1.49 -0.67 1.92
O -2.30 2.83 -1.16
S -2.17 2.34 0.21
I -4.16 -1.23 -0.12
H -2.00 0.65 -2.10
H -1.65 -1.18 -2.33
H 0.50 -0.99 -1.77
H 0.13 0.85 -1.61
H 1.53 1.94 0.99
H 3.07 0.94 1.37
H 2.49 0.84 -0.29
H 1.21 -2.29 1.05
H 2.79 -1.80 1.36
H 2.23 -1.71 -0.37
H 0.61 -0.18 1.96
*
```



No. 3
The following is a DFT calculation (the ωB97M-V functional and the def2-TZVPD basis) of a structure of composition C7H11N.

Values from the calculation:
energy above the lowest of the compared OMol25 structures with the same formula, charge and spin	486.77	kJ/mol

ORCA input file:
```
! wB97M-V def2-TZVPD RIJCOSX def2/J DEFGRID3
* xyz 0 1
C 0.32 0.85 0.26
C -2.27 -0.36 0.78
C 0.92 -0.40 0.12
C -1.43 0.38 -0.21
C 2.63 0.21 0.74
C 0.93 -1.64 -0.34
C -1.87 0.81 -1.39
N 3.59 0.55 -0.01
H 3.30 0.61 -1.00
H 0.21 1.22 1.28
H 0.61 1.59 -0.48
H 2.80 0.11 1.83
H -2.06 -1.44 0.75
H -2.07 -0.01 1.80
H -3.34 -0.22 0.59
H 1.82 -2.26 -0.22
H 0.04 -2.10 -0.74
H -1.22 1.30 -2.11
H -2.93 0.81 -1.64
*
```